DFT (ωB97M-V with the def2-TZVPD basis set) results for C31H71ClF9O12PSi2 as an isolated structure.

As for the orbital gap: 7.89 eV. As for the LUMO energy: 0.45 eV. For the HOMO energy, the calculation gives -7.4 eV.

XYZ file:
```
127
Properties=species:S:1:pos:R:3:forces:R:3
C -2.4687 1.6258 -4.8729 0.639 -0.494 -0.223
C -1.5295 0.7185 -5.1894 -0.412 0.220 -0.164
Si 0.2794 1.0892 -5.1194 0.296 0.447 -0.985
C 1.2955 -0.2911 -5.8938 -0.118 -0.050 0.280
O 0.7393 1.4886 -3.5592 -0.112 -0.680 -0.086
Si 1.0100 0.3938 -2.3734 -0.013 0.112 0.291
Cl -0.0222 -1.3724 -2.7662 0.088 0.030 -0.092
C 2.8308 0.0504 -2.2530 -0.036 0.486 0.096
C 3.5597 1.3172 -1.7404 0.067 -0.455 -0.217
C 4.9124 0.9808 -1.0808 -0.191 0.540 0.126
C 5.0901 1.6096 0.3040 0.524 -0.195 -0.123
O 5.3346 0.5373 1.2407 -0.397 0.054 -0.027
C 5.3690 0.9197 2.5329 -0.358 -0.234 0.572
O 4.6341 0.4642 3.3604 0.286 0.002 -0.221
C 0.3109 1.0736 -0.7727 0.385 -0.174 -0.373
C 0.9173 0.5172 0.5273 -0.333 0.225 0.169
C -0.0679 -0.3447 1.2965 -0.164 0.354 0.140
F -0.8172 -1.1455 0.4929 0.185 -0.075 0.159
F -0.9606 0.4949 1.9175 0.127 -0.158 -0.243
C 0.5515 -1.1846 2.4567 -0.113 0.013 -0.008
F -0.4130 -1.3603 3.3897 -0.040 -0.057 -0.089
F 1.5105 -0.4219 3.0069 0.001 -0.004 0.047
C 1.1728 -2.6297 2.1994 0.054 -0.029 0.050
F 0.5165 -3.5142 2.9739 0.056 0.016 -0.071
F 2.4556 -2.5928 2.5980 -0.057 0.079 -0.039
C 1.1894 -3.2404 0.7718 0.128 0.101 0.285
F 1.7031 -2.3753 -0.1012 0.029 0.226 -0.163
F 1.9721 -4.3100 0.7965 0.211 -0.313 -0.009
F -0.0095 -3.6188 0.3789 -0.386 -0.032 -0.133
P 0.5213 2.9857 -6.3105 -0.467 0.953 0.291
C -0.1231 2.3980 -7.9321 0.174 -0.608 0.004
O 2.1692 3.1313 -6.5964 0.148 -0.369 0.004
H -3.4629 1.3164 -4.5801 -0.285 0.221 -0.587
H -2.2459 2.6838 -4.9209 0.000 0.085 0.752
H -1.8538 -0.2831 -5.4644 -0.001 -0.247 0.700
H 1.8674 0.1170 -6.7258 0.042 0.008 -0.084
H 0.6172 -1.0578 -6.2687 -0.008 -0.039 -0.092
H 1.9947 -0.7945 -5.2285 0.039 0.033 0.109
H 3.0208 -0.7737 -1.5674 -0.029 -0.189 -0.049
H 3.2204 -0.2103 -3.2364 0.024 -0.245 -0.011
H 2.9176 1.8473 -1.0347 0.064 0.091 0.121
H 3.7122 1.9890 -2.5830 -0.089 0.139 0.013
H 5.7261 1.3159 -1.7211 0.063 -0.141 -0.072
H 4.9967 -0.0951 -0.9625 0.117 -0.098 0.034
H 5.9375 2.2985 0.3283 0.018 0.070 0.032
H 4.1980 2.1548 0.6113 -0.101 -0.019 0.059
H 6.1452 1.6509 2.7960 0.081 0.200 -0.240
H 0.4905 2.1473 -0.8127 -0.134 0.112 -0.009
H -0.7651 0.9205 -0.8270 -0.120 0.108 0.132
H 1.8701 0.0100 0.4030 0.026 -0.195 -0.126
H 1.1116 1.3570 1.1925 0.134 -0.086 0.151
H 0.4450 2.8528 -8.7420 -0.048 0.250 0.001
H -1.1626 2.6958 -8.0339 -0.057 0.066 -0.002
H -0.0584 1.3157 -8.0616 -0.022 -0.046 -0.048
H 2.3493 3.2342 -7.5357 0.022 -0.003 0.007
C -7.4951 0.7879 -5.6391 0.075 0.029 0.043
C -6.5516 0.9654 -6.8146 0.023 -0.170 0.076
O -5.1892 0.7822 -6.4413 -0.115 0.064 -0.023
H -7.2423 1.4887 -4.8428 -0.016 0.028 -0.011
H -8.5309 0.9557 -5.9373 -0.002 -0.012 -0.009
H -7.4162 -0.2218 -5.2297 -0.038 -0.019 -0.029
H -6.6201 1.9774 -7.2105 0.034 0.014 -0.024
H -6.8120 0.2690 -7.6190 -0.050 0.059 -0.036
H -5.0947 -0.1129 -6.1003 0.048 -0.022 0.002
C 4.4474 -5.3425 3.2391 0.124 -0.035 -0.007
C 4.6005 -6.7333 2.6532 0.039 -0.025 0.189
O 5.8883 -7.2891 2.9066 -0.039 0.045 -0.107
H 5.2089 -4.6743 2.8359 -0.023 0.015 -0.034
H 3.4651 -4.9300 3.0135 -0.020 -0.005 0.021
H 4.5690 -5.3651 4.3248 -0.059 -0.005 0.010
H 4.4943 -6.7063 1.5697 0.018 -0.029 -0.023
H 3.8283 -7.4008 3.0514 -0.060 0.026 -0.069
H 6.0060 -7.3389 3.8594 0.028 -0.004 0.031
C -2.9777 -1.6273 6.5032 0.071 -0.057 0.007
C -1.8980 -0.6110 6.8271 0.018 -0.023 -0.129
O -0.6065 -1.0530 6.4237 -0.118 -0.007 0.066
H -2.7574 -2.5797 6.9859 -0.012 0.005 0.031
H -3.9566 -1.2823 6.8391 -0.001 0.013 -0.010
H -3.0281 -1.8048 5.4262 -0.035 0.039 -0.009
H -1.8395 -0.4461 7.9025 0.027 0.019 0.014
H -2.1259 0.3489 6.3495 -0.039 0.024 0.069
H -0.6421 -1.2048 5.4746 0.102 -0.023 -0.006
C -5.3871 3.3643 -1.6011 0.006 0.009 -0.095
C -3.8956 3.1469 -1.7761 -0.020 0.155 0.022
O -3.3705 3.8758 -2.8804 -0.034 -0.048 0.023
H -5.9192 3.0771 -2.5085 0.000 -0.034 0.002
H -5.7750 2.7781 -0.7670 0.010 0.006 0.011
H -5.6039 4.4177 -1.4088 0.002 -0.005 0.054
H -3.6844 2.0981 -1.9839 0.041 -0.009 -0.020
H -3.3602 3.4245 -0.8612 -0.005 -0.082 0.031
H -3.5247 4.8116 -2.7219 0.001 0.034 -0.003
C -2.1539 7.2189 -8.8167 0.079 -0.033 -0.058
C -1.7932 5.9190 -8.1213 0.091 0.096 0.117
O -0.4314 5.5584 -8.3244 -0.028 0.020 -0.226
H -1.9608 7.1431 -9.8870 -0.028 -0.015 -0.010
H -3.2062 7.4647 -8.6673 0.000 0.001 0.018
H -1.5517 8.0437 -8.4286 -0.038 0.016 0.039
H -2.3849 5.0961 -8.5206 0.015 -0.037 0.008
H -1.9958 5.9900 -7.0472 -0.078 -0.045 -0.011
H 0.1188 6.2575 -7.9598 0.031 -0.017 0.067
C -3.2330 -3.9858 -0.6879 -0.071 0.078 -0.027
C -2.8052 -3.7539 -2.1256 0.054 0.153 0.070
O -3.3062 -2.5283 -2.6524 -0.118 -0.113 0.029
H -4.3205 -3.9907 -0.6103 -0.010 -0.032 -0.018
H -2.8518 -4.9388 -0.3181 0.021 0.005 0.011
H -2.8578 -3.1911 -0.0383 0.058 -0.027 -0.002
H -3.1957 -4.5400 -2.7703 -0.005 0.011 -0.046
H -1.7133 -3.7639 -2.2034 0.030 -0.094 0.003
H -2.9514 -1.8131 -2.1151 0.070 0.049 -0.042
C 1.6365 0.5551 8.2522 0.208 -0.037 0.067
C 2.6494 1.6015 8.6812 -0.056 0.011 -0.165
O 3.9872 1.2282 8.3698 -0.012 -0.026 0.078
H 1.8586 -0.4006 8.7295 -0.037 -0.003 0.026
H 0.6240 0.8559 8.5251 -0.013 0.002 -0.042
H 1.6675 0.3932 7.1744 -0.082 0.041 -0.020
H 2.6207 1.7409 9.7617 0.045 0.032 0.004
H 2.4226 2.5651 8.2094 -0.071 0.015 0.093
H 4.0489 1.1288 7.4151 0.031 -0.053 -0.037
C 2.3216 -3.3375 10.5795 -0.018 -0.033 0.044
C 0.9225 -3.1844 11.1480 0.217 0.205 0.103
O 0.9495 -3.0443 12.5673 -0.110 -0.117 -0.051
H 2.8156 -4.1994 11.0287 -0.016 -0.036 -0.034
H 2.2973 -3.4669 9.4965 -0.001 0.018 -0.002
H 2.9279 -2.4571 10.8053 -0.018 0.037 -0.064
H 0.3232 -4.0688 10.9393 -0.042 -0.004 0.045
H 0.4205 -2.3176 10.7046 -0.034 -0.067 -0.096
H 1.4648 -2.2598 12.7748 0.021 0.021 0.028
```
Positions in Å, forces in eV/Å.